No. 1
Formula: C20H50O10
Source: OMol25
Level of theory: ωB97M-V/def2-TZVPD

Geometry (Å):
O 0.97 -1.75 -4.09
O 1.62 -1.14 0.04
H 0.86 2.47 -3.25
O -1.18 -0.57 -0.16
H 0.13 1.75 -0.42
H -1.76 -5.56 -5.71
H -7.26 5.75 1.52
C 4.06 -0.59 2.42
H 5.50 -4.22 2.18
H -4.77 5.79 1.62
H -4.19 2.48 1.20
C -5.30 4.83 1.67
H -3.35 2.44 2.74
H 2.47 -2.01 -1.66
C -3.69 3.10 1.95
H 1.02 -2.56 -5.99
H 3.52 -5.37 4.90
H -1.34 -2.43 0.68
C 2.28 2.49 -1.62
C -0.74 -3.25 -5.07
H -7.72 6.47 4.98
H 4.49 -0.24 1.47
H -1.37 2.58 -0.41
H -0.20 -1.31 -5.70
O -6.58 5.62 3.49
C -7.82 6.12 3.96
O 2.51 3.24 -0.44
C -2.52 -0.21 0.02
C -1.00 -5.57 -4.91
H 5.71 -1.83 4.08
H -2.75 0.45 -0.81
H 3.74 3.05 1.17
H 3.24 -2.45 -0.16
H 3.35 -4.63 3.20
C 0.60 -2.14 0.14
O 4.30 -1.97 2.56
H -1.39 -3.02 -4.21
C 1.15 3.13 -2.41
O -4.61 3.98 2.55
C -0.66 -1.56 0.72
H 2.20 2.26 1.37
C 0.32 -2.17 -5.25
H 6.81 -3.98 3.22
H 1.03 -0.24 -2.74
H -2.79 0.21 1.00
C -6.70 5.08 2.19
C -0.59 2.23 -1.09
H 4.49 -0.03 3.25
O -0.10 -4.51 -4.99
C 2.98 2.47 0.63
C 3.97 -5.15 3.93
H -1.36 -3.21 -5.98
H -8.49 5.25 4.08
H -1.54 -5.58 -3.96
H -0.43 -1.21 -2.71
H -2.80 3.60 1.54
H 0.39 -2.56 -0.84
H 1.48 4.02 -2.93
C 5.74 -3.77 3.15
O 0.00 3.39 -1.64
H 2.99 -0.46 2.33
C 5.57 -2.28 3.09
H -0.45 -6.50 -5.04
H -0.61 -1.12 1.72
H 3.45 -0.79 -0.69
H -7.22 4.11 2.28
H 6.34 -1.91 2.38
H -8.24 6.86 3.28
H -1.06 1.55 -1.80
C 0.30 -0.73 -3.37
H -5.39 4.39 0.67
H -0.21 0.03 -3.97
C 2.74 -1.61 -0.67
H -3.16 -1.10 -0.02
H 3.20 2.49 -2.23
H 4.25 -6.13 3.53
H 2.06 1.44 -1.40
H 0.97 -2.87 0.88
O 5.12 -4.37 4.26
H 3.42 1.53 0.31

## Properties
Calculated total energy ... -1544.16493 hartree
Kohn-Sham gap ... 10.162 eV
Energy relative to the best compared isomer or geometry (same formula, charge and spin) ... 3.405 eV
HOMO energy ... -9.52 eV

The computed Löwdin charges, all in e, follow: O -0.17; O -0.20; H 0.12; O -0.22; H 0.08; H 0.09; H 0.12; C -0.11; H 0.13; H 0.13; H 0.08; C -0.22; H 0.09; H 0.09; C -0.12; H 0.13; H 0.09; H 0.13; C -0.22; C -0.22; H 0.09; H 0.08; H 0.08; H 0.12; O -0.18; C -0.11; O -0.16; C -0.12; C -0.13; H 0.13; H 0.08; H 0.09; H 0.09; H 0.08; C -0.19; O -0.20; H 0.13; C -0.20; O -0.18; C -0.19; H 0.09; C -0.21; H 0.13; H 0.07; H 0.08; C -0.22; C -0.10; H 0.09; O -0.17; C -0.11; C -0.10; H 0.13; H 0.09; H 0.09; H 0.08; H 0.09; H 0.13; H 0.13; C -0.23; O -0.16; H 0.08; C -0.22; H 0.09; H 0.13; H 0.08; H 0.13; H 0.13; H 0.08; H 0.08; C -0.10; H 0.12; H 0.09; C -0.11; H 0.09; H 0.13; H 0.08; H 0.09; H 0.13; O -0.17; H 0.06

No. 2
Formula: C20H51GeN4OSi3Ti
Source: OMol25
Level of theory: ωB97M-V/def2-TZVPD

Geometry (Å):
H 3.87 -2.49 1.00
H -3.88 -1.78 -2.78
H 0.22 -0.21 2.75
H 3.19 4.68 1.87
C -4.67 -1.59 0.58
C 4.16 1.48 1.73
N -1.39 -1.53 -0.55
H -3.23 2.08 -1.24
H 3.12 4.14 0.20
C -5.81 -2.59 0.41
H 4.37 -1.95 -1.24
H 2.35 -1.01 2.14
H 1.80 1.21 3.90
O -6.52 -2.33 -0.78
H -4.05 -1.83 1.44
H -3.17 1.84 1.63
Si 2.51 2.36 1.80
C 2.80 -2.67 0.83
H 2.81 -3.86 -1.59
H -0.20 0.44 -3.60
Ti 0.54 -1.14 -0.23
H -2.04 0.89 -1.80
C -2.57 -1.57 -0.61
H -1.06 -3.37 1.54
H -0.13 3.30 -2.58
C 0.01 -3.41 1.71
H 1.32 -0.41 -3.87
H 0.47 -4.03 0.94
H 2.67 -3.75 0.80
C -4.57 -1.55 -1.96
H 3.65 2.47 -3.27
N -3.83 -1.63 -0.66
C 3.52 -1.29 -1.06
H -2.12 4.50 0.30
H 2.24 -2.60 2.90
H 4.57 1.47 0.72
H 0.57 2.38 3.37
H -1.69 1.57 2.54
C 0.94 3.22 -2.70
H 1.82 -2.67 -2.44
H -0.44 4.60 -0.21
H 1.11 -3.66 -1.14
H 0.40 -0.66 -2.39
H -4.95 -0.54 -2.06
C 2.03 -2.04 1.98
N 2.39 -2.07 -0.49
C -1.12 4.08 0.46
H 1.63 4.56 1.07
C 3.47 1.57 -2.68
H 3.82 -0.50 -0.36
C 2.01 -3.12 -1.47
H 1.42 3.99 -2.09
C 0.72 0.10 -3.12
H 3.78 0.72 -3.29
H 0.20 -3.87 2.68
H -6.35 -2.40 -2.79
H -1.89 2.59 -2.24
C 1.64 2.19 3.44
H 4.12 1.63 -1.81
H 2.05 2.93 4.13
C -0.12 -1.24 2.77
H -1.19 -1.28 2.62
N 0.57 -2.02 1.70
Si 1.64 1.55 -2.28
Si -1.23 2.25 0.17
Ge 1.05 1.22 0.12
H -2.26 0.34 1.40
H -5.34 -3.58 -1.93
H 0.11 -1.68 3.74
H -0.83 4.31 1.49
C -2.16 1.41 1.56
C -5.72 -2.55 -1.92
H 4.87 2.02 2.36
H 3.22 -0.84 -1.99
H -5.07 -0.58 0.67
H -5.43 -3.62 0.42
C -2.17 1.91 -1.43
C 2.60 4.09 1.16
H -6.51 -2.47 1.24
H 4.11 0.45 2.11
H 1.19 3.44 -3.74

## Properties
Calculated total energy ... -4880.87387 hartree
Kohn-Sham gap (alpha / beta) ... 6.319 / 6.887 eV
Charge ... +3
HOMO energy (alpha / beta) ... -17.00 / -17.03 eV

The computed Löwdin charges, all in e, follow: H 0.15; H 0.14; H 0.06; H 0.06; C -0.05; C -0.20; N 0.10; H 0.05; H 0.04; C -0.17; H 0.13; H 0.10; H 0.03; O -0.09; H 0.13; H 0.06; Si 0.39; C -0.12; H 0.13; H 0.05; Ti 0.78; H 0.00; C -0.18; H 0.09; H 0.01; C -0.03; H 0.06; H 0.09; H 0.14; C -0.05; H 0.06; N -0.01; C -0.04; H 0.06; H 0.16; H 0.02; H 0.02; H 0.03; C -0.18; H 0.10; H 0.03; H 0.09; H -0.05; H 0.14; C -0.15; N -0.35; C -0.19; H 0.02; C -0.19; H 0.08; C -0.04; H 0.05; C -0.19; H 0.04; H 0.13; H 0.15; H 0.03; C -0.20; H 0.03; H 0.06; C -0.04; H 0.09; N -0.36; Si 0.43; Si 0.38; Ge 0.68; H -0.02; H 0.14; H 0.13; H 0.04; C -0.21; C -0.16; H 0.06; H 0.05; H 0.14; H 0.14; C -0.20; C -0.18; H 0.15; H 0.02; H 0.07

No. 3
Formula: C20H52O20PbS6
Source: OMol25
Level of theory: ωB97M-V/def2-TZVPD

Geometry (Å):
C 3.82 20.88 13.43
O 8.97 28.20 12.93
C 18.43 29.80 12.11
O 6.76 29.11 13.02
S 14.94 28.98 13.27
H 6.28 16.46 18.15
H 14.42 29.27 11.03
C 12.94 23.61 20.61
H 8.55 17.54 18.24
H 7.70 28.27 10.57
H 5.89 17.28 16.69
C 17.55 29.50 13.32
S 11.43 25.24 19.06
Pb 11.04 24.32 13.38
S 9.29 19.83 17.08
C 5.44 30.88 13.97
H 10.63 18.04 18.01
H 6.89 23.52 9.40
H 19.28 30.45 12.33
C 18.58 20.58 16.03
H 4.94 29.31 12.56
C 6.74 16.87 17.25
O 14.92 29.74 14.50
O 12.36 23.88 19.32
H 9.08 29.38 10.17
H 15.36 30.70 11.55
S 8.31 29.41 12.52
O 8.22 18.65 16.66
H 17.90 30.37 11.35
S 5.85 23.66 11.59
H 4.52 31.45 13.84
O 5.20 24.93 11.34
C 12.33 21.86 9.75
O 12.12 21.71 11.13
H 17.06 19.79 17.16
O 16.16 21.31 16.12
H 12.66 27.22 18.45
H 11.09 23.15 21.54
O 10.65 25.55 20.27
H 12.42 22.46 22.39
H 19.36 20.29 16.75
H 5.30 30.33 14.90
C 4.97 21.38 12.69
H 11.64 19.44 17.46
H 17.21 30.45 13.73
H 15.95 21.93 13.36
C 12.03 22.63 21.39
H 5.77 21.58 13.41
H 5.16 20.51 12.07
O 6.98 23.64 12.50
H 16.53 23.57 13.23
H 6.04 30.58 11.86
H 7.11 22.08 10.18
H 7.20 18.64 18.43
H 13.65 30.63 11.91
O 11.69 24.41 9.73
H 5.46 22.42 9.44
O 8.73 30.73 12.97
H 3.24 21.64 13.96
C 12.86 26.36 19.09
H 7.45 30.08 10.30
H 3.17 20.32 12.76
C 10.80 18.78 17.24
O 16.97 23.72 16.32
O 4.61 22.62 12.05
H 7.16 16.06 16.67
H 6.31 31.52 14.12
H 13.66 25.74 18.69
O 9.48 20.77 15.94
H 11.48 21.38 9.28
C 14.55 30.03 11.81
C 8.11 29.28 10.65
H 13.40 23.62 9.04
C 7.68 17.96 17.73
H 11.92 21.72 20.80
C 6.32 22.80 9.99
H 4.01 20.18 14.24
C 16.61 22.67 13.83
H 18.75 28.88 11.63
H 17.58 21.45 17.62
H 13.19 21.28 9.40
H 18.78 21.53 15.55
C 5.75 30.02 12.75
O 14.62 23.20 15.58
O 14.18 27.75 13.14
O 8.91 20.39 18.39
H 17.67 22.42 13.81
H 10.92 18.31 16.26
H 13.94 23.22 20.42
S 16.02 22.93 15.60
H 13.18 26.64 20.09
O 10.89 25.20 17.68
O 16.51 28.64 12.94
H 11.99 23.29 8.12
C 17.29 20.79 16.79
H 18.55 19.82 15.25
H 18.18 29.04 14.08
H 13.04 24.53 21.18
C 12.36 23.29 9.14

## Properties
Calculated total energy ... -4879.50753 hartree
Kohn-Sham gap ... 4.493 eV
Energy relative to the best compared isomer or geometry (same formula, charge and spin) ... 11.299 eV
HOMO energy ... -6.07 eV

The computed Löwdin charges, all in e, follow: C -0.10; O -0.30; C -0.07; O -0.27; S 0.65; H 0.08; H 0.07; C -0.27; H 0.10; H 0.07; H 0.08; C -0.29; S 0.71; Pb 1.11; S 0.70; C -0.06; H 0.06; H 0.06; H 0.08; C -0.08; H 0.13; C -0.05; O -0.29; O -0.30; H 0.07; H 0.06; S 0.66; O -0.26; H 0.07; S 0.67; H 0.08; O -0.29; C -0.40; O -0.33; H 0.12; O -0.26; H 0.07; H 0.07; O -0.31; H 0.08; H 0.09; H 0.08; C -0.30; H 0.07; H 0.11; H 0.07; C -0.05; H 0.12; H 0.12; O -0.31; H 0.06; H 0.11; H 0.07; H 0.12; H 0.07; O -0.33; H 0.07; O -0.30; H 0.09; C -0.12; H 0.05; H 0.08; C -0.10; O -0.28; O -0.26; H 0.08; H 0.07; H 0.07; O -0.32; H 0.08; C -0.09; C -0.08; H 0.08; C -0.33; H 0.08; C -0.09; H 0.08; C -0.08; H 0.08; H 0.11; H 0.09; H 0.06; C -0.31; O -0.29; O -0.29; O -0.31; H 0.05; H 0.07; H 0.12; S 0.66; H 0.07; O -0.31; O -0.26; H 0.09; C -0.31; H 0.08; H 0.12; H 0.10; C -0.37